Entry 1:
146
Properties=species:S:1:pos:R:3:forces:R:3 method="wB97M-V/def2-TZVPD" gap_ev=0.464 max_force_ev_per_a=7.68 homo_ev=-7.8 total_charge=+1
O 5.975 -14.739 4.481 -0.7 0.7 0.7
C 0.515 -0.487 -1.261 3.1 1.5 -0.2
C -6.612 -0.698 1.548 1.7 0.3 -0.1
H -2.041 -3.204 -7.597 0.0 0.5 -0.5
O -2.738 5.649 -3.485 0.0 -0.5 -0.9
C -2.780 4.969 -6.104 -1.2 1.5 1.9
C 2.010 3.575 6.565 -1.3 0.5 -1.3
F 4.756 -16.359 7.578 -0.1 0.3 2.5
H 2.016 7.214 2.670 -0.3 0.0 -0.4
C -8.629 2.536 0.799 -0.7 -1.4 1.2
N 6.176 6.833 -4.320 -2.8 -2.7 -1.8
O 3.584 6.615 -3.853 1.2 -0.4 -0.9
O 2.464 0.999 0.145 -1.0 0.1 -0.5
C -0.978 -3.017 -7.572 1.5 -2.4 3.5
S 3.263 -1.904 1.429 1.0 -0.7 -1.0
O 3.575 -3.020 0.502 -1.0 1.5 2.5
C -0.217 -3.740 -6.566 0.5 1.8 -3.2
H -11.029 0.558 2.095 0.0 0.1 -0.1
N -4.350 6.884 -4.943 -3.2 2.4 2.1
H -5.776 -3.949 0.977 -0.1 0.1 -0.2
F -7.222 7.838 -2.944 -1.1 0.5 -1.0
N -9.819 2.124 1.319 1.3 -3.1 0.3
C 1.311 6.450 2.342 -1.1 -2.1 1.1
C -7.648 0.331 1.428 -3.0 1.3 -0.5
C -4.308 -1.178 2.015 1.3 -2.5 0.3
H 0.069 6.599 4.069 0.2 -0.1 0.6
C -7.580 1.673 0.862 1.7 -2.6 0.0
O 7.000 -14.674 6.715 -3.2 0.9 -1.1
F -5.885 7.295 -1.416 0.3 -0.5 -0.9
S -4.621 8.053 -3.691 2.4 1.4 -0.9
F 8.708 8.275 -4.784 0.8 -0.2 0.2
C 4.805 -6.676 -3.497 0.5 -2.0 1.2
C 4.709 4.564 -5.210 1.5 2.7 0.3
H -3.538 -4.290 0.867 -0.4 0.5 -0.3
F 3.837 4.210 -6.153 -0.7 -0.6 1.0
H -2.981 -3.631 2.367 0.4 0.2 -0.1
H 4.973 -4.253 -3.958 0.4 -0.2 -0.4
H -0.747 5.646 5.903 0.5 -0.2 -0.5
C 1.546 4.952 4.443 -0.3 0.0 0.5
F 3.906 -2.792 3.941 -1.1 -0.3 -1.0
F 3.078 -9.851 4.611 1.4 -1.0 2.1
H -3.330 -0.989 2.432 0.2 0.3 -0.3
O 4.152 7.151 -6.140 0.7 -0.3 -1.2
H 0.767 2.406 4.304 0.4 0.6 0.0
C 4.186 -4.682 -4.560 -2.8 1.3 -0.3
C 0.059 5.193 6.481 0.1 -1.9 -0.3
H 1.174 4.717 9.021 0.3 0.0 -0.4
S 6.210 8.298 -3.888 0.6 4.1 0.6
O -5.077 9.314 -4.296 -0.3 -2.6 1.0
F 5.908 4.296 -5.756 0.0 -0.4 0.7
C 1.194 -3.582 -6.680 -0.4 0.9 -0.2
H 2.612 2.919 5.936 -0.2 -0.1 0.0
F 3.196 -15.585 6.231 1.3 0.0 0.5
H 0.806 5.933 6.765 -0.3 0.2 0.1
H 2.135 4.184 3.942 -0.5 -0.1 -0.6
N -4.499 -2.441 1.576 -0.3 -1.5 -0.9
F 2.664 -10.850 6.542 0.1 0.4 -0.2
C -3.311 -3.348 1.367 -0.1 0.5 1.0
H -1.137 5.259 8.165 -0.1 0.0 0.3
H -0.658 3.498 4.473 0.0 -0.5 -0.3
H 0.438 6.729 1.752 0.8 0.7 -0.6
H 1.057 -6.234 -6.139 -0.3 0.0 0.2
C 0.552 3.946 8.567 -0.9 -1.9 -0.1
C 0.138 2.967 4.996 -0.5 1.7 0.2
C -6.100 7.208 -2.774 1.0 -0.6 1.4
S 2.205 -0.380 -0.192 1.2 4.8 -5.9
C 1.299 2.891 7.719 2.6 1.1 1.3
H -7.727 -2.412 0.823 -0.1 0.1 -0.1
H 2.120 2.561 8.356 0.2 -0.2 0.1
C 3.332 -3.864 -5.336 -0.8 -1.2 0.2
H -6.693 1.947 0.309 0.3 0.2 0.3
C 1.851 -5.722 -5.616 0.4 -1.9 0.8
H 5.063 -6.222 -2.541 0.0 0.7 -0.4
N 0.907 4.188 5.654 0.0 -1.1 -1.4
C 2.681 -6.515 -4.768 0.5 1.6 -0.6
C -5.724 -2.898 1.221 1.1 0.8 0.3
N 3.791 -5.955 -4.250 0.5 1.1 -0.8
C 2.097 -4.391 -5.861 2.4 -0.3 1.1
C 0.567 5.790 3.535 0.8 -0.1 1.2
H -9.204 -1.025 2.252 0.4 -0.3 -0.1
C 3.645 -10.585 5.684 1.3 -1.2 -0.8
H 5.679 -6.894 -4.111 0.0 0.5 0.0
H 4.490 -7.665 -3.163 -0.6 0.0 -0.4
C 0.892 -1.862 -8.366 4.0 -1.4 0.9
F 4.595 3.968 -3.990 -0.3 0.0 -2.1
H 2.366 5.543 4.850 -0.4 0.6 0.3
H 2.852 -2.651 -7.700 0.0 0.6 0.0
S 4.531 -12.272 5.083 -2.0 1.6 -3.3
C -5.343 -0.354 2.049 -1.7 2.4 -0.4
F 8.628 7.826 -2.589 -0.2 0.0 -1.2
C 1.782 -2.632 -7.558 -2.3 -0.2 -0.5
H 0.132 3.377 9.396 -0.2 0.2 0.2
C 8.124 8.561 -3.626 -1.8 -0.9 0.3
H -0.306 2.214 5.647 0.2 0.6 0.6
C -1.219 -1.327 -9.254 0.3 0.4 0.4
H 0.813 1.945 7.479 -0.5 0.5 -0.2
F 4.772 -16.930 5.614 0.1 -0.3 -1.3
O 5.813 9.232 -4.934 0.8 -0.6 0.4
H 2.580 -7.555 -4.497 -0.5 0.0 -0.3
O 4.311 -0.921 1.667 -1.4 -1.3 0.3
F -3.005 5.556 -7.294 0.2 -1.5 0.5
C 4.510 -15.904 6.403 -0.2 1.1 -1.8
C -10.938 2.992 1.250 -0.5 0.6 -0.7
F -0.580 -0.160 -0.604 -0.9 -0.5 0.7
O 3.229 -0.893 -1.116 -1.9 -0.3 0.9
H -2.093 -1.924 -9.516 0.0 0.6 -0.1
F 0.627 0.437 -2.248 -0.1 -0.8 0.1
O 5.676 8.656 -2.600 0.2 -0.6 0.4
O 3.464 -12.910 4.355 -0.6 0.3 -0.5
H -2.584 -2.739 0.829 0.2 -0.4 0.1
S -2.938 6.348 -4.747 3.7 -0.4 1.1
O -1.968 7.374 -5.068 0.1 -1.2 -0.4
F -6.283 5.882 -3.062 0.3 1.2 0.2
F 8.375 9.814 -3.308 0.0 0.7 -0.1
N 4.808 -12.970 6.393 2.9 -3.8 1.8
C -0.545 4.479 7.684 0.0 1.4 0.4
F 2.093 -3.730 3.019 0.6 -0.1 0.3
H 1.788 5.566 1.919 0.5 0.6 -0.8
H -5.140 0.659 2.366 -0.2 0.1 0.2
S 4.564 6.527 -4.933 0.2 -0.8 3.3
C -10.035 0.807 1.754 2.2 2.2 -0.7
F -1.550 4.440 -6.031 -1.1 0.0 -0.5
H -11.726 2.475 1.797 -0.3 1.0 -0.1
H -11.113 3.051 0.176 -0.8 0.4 0.1
C 2.820 -2.630 3.169 -0.6 1.7 -0.2
H -0.261 5.173 3.185 0.2 -0.3 -0.3
N 1.759 -1.113 1.013 1.5 -5.2 4.2
S 5.776 -14.463 5.885 1.1 -0.2 2.1
O -3.553 8.237 -2.660 -3.0 -1.1 -2.2
H 1.196 -1.145 -9.113 0.4 0.1 0.2
H -10.596 3.967 1.597 -0.7 0.0 0.3
F 2.012 -1.703 3.787 0.7 -0.8 -0.3
C -8.950 -0.074 1.810 -0.5 1.1 0.2
H -0.620 -1.001 -10.104 -0.3 -0.3 -0.1
N -0.368 -2.147 -8.369 -2.6 -0.2 -0.4
F -3.740 3.988 -5.798 1.6 1.0 -1.2
C -6.780 -2.019 1.161 -0.8 -0.3 0.2
H 2.639 4.436 6.791 0.0 -0.2 0.7
H -8.498 3.521 0.377 -0.4 0.1 0.0
F 4.623 -9.896 6.333 -1.3 0.4 -0.8
H -1.255 3.683 7.461 0.1 0.0 -0.5
H -0.675 -4.448 -5.891 -0.1 0.1 0.0
H -1.366 -0.453 -8.619 -0.9 0.2 -0.5
O 5.682 -11.925 4.292 0.0 0.9 0.2
F 0.405 -1.707 -1.821 -0.5 0.2 0.1
H 3.497 -2.813 -5.527 0.6 0.0 0.4

---

Entry 2:
23
Properties=species:S:1:pos:R:3:forces:R:3 method="wB97M-V/def2-TZVPD" gap_ev=12.304 max_force_ev_per_a=3.68 homo_ev=-15.3 total_charge=+1 relative_energy_kj_mol=139.2
H -0.497 -2.044 0.329 -0.2 -0.1 0.4
C 0.068 -0.090 0.890 2.0 1.8 1.1
H -2.247 2.547 1.225 -1.1 0.8 0.5
H -1.754 -1.131 -3.533 0.0 -0.1 -0.3
H -0.104 -0.208 -1.164 0.4 0.0 -0.6
H 0.582 1.218 -0.837 -0.7 2.4 0.1
H 0.968 0.270 1.491 -1.7 0.5 -0.3
O -2.097 -0.851 -2.683 -0.3 2.5 0.4
H 4.029 0.205 0.692 0.2 -0.1 0.0
H -1.190 2.389 -0.135 0.0 0.3 -0.5
H 1.095 -2.119 0.892 0.5 1.0 -0.1
N 0.587 0.278 -0.581 -1.5 -2.5 1.1
C -1.386 0.615 1.057 1.8 -1.5 -1.8
H -0.408 2.618 1.503 -2.4 -1.1 -1.2
H -0.134 -2.007 2.074 -0.1 1.2 -0.8
H 1.547 0.030 -0.787 0.5 -1.0 0.4
C 0.166 -1.574 1.078 -1.5 -2.3 -0.6
H -1.931 0.151 0.164 0.2 0.6 1.3
H -1.877 0.282 1.971 0.3 -0.1 0.0
H -2.378 0.115 -2.821 0.5 -2.2 0.1
C -1.341 2.135 0.900 3.5 -0.2 1.2
H 4.011 -1.110 -0.112 0.6 -0.6 -0.1
O 3.489 -0.356 0.129 -1.0 0.7 0.0

---

Entry 3:
48
Properties=species:S:1:pos:R:3:forces:R:3 method="wB97M-V/def2-TZVPD" gap_ev=10.732 max_force_ev_per_a=2.74 smiles=CC(C)O.CC(C)O.CC(C)O.CO.CO homo_ev=-10.2 relative_energy_kj_mol=138.5
H 1.833 1.649 -5.744 0.2 0.2 0.6
H 1.761 -2.108 -3.641 0.4 -0.2 0.0
H 2.324 0.335 -3.700 -0.1 -0.4 0.5
H 1.573 -2.148 -5.375 -0.2 0.2 -0.1
H -0.376 -0.913 3.619 0.2 0.1 -0.1
H 2.906 4.026 1.052 -0.2 0.2 0.1
H 5.848 -3.759 4.110 0.2 0.2 0.0
H 3.574 -4.260 7.019 0.2 0.0 0.1
H 1.750 0.260 -6.671 -0.4 -0.7 0.0
H -7.261 0.920 -1.675 -0.3 0.0 0.4
H 5.583 -6.559 5.357 -0.1 0.0 0.0
H -8.129 3.997 -3.917 -0.7 0.3 0.5
H -6.756 3.850 -2.137 -0.2 0.5 0.8
H 6.101 -4.114 6.550 0.3 -0.1 0.0
H -1.125 -1.747 2.271 -0.2 -0.3 0.3
H 4.531 -5.633 7.688 0.2 0.4 0.3
C 5.006 -3.849 4.796 0.0 1.4 -2.0
H 2.580 6.796 0.883 0.3 0.0 -0.6
H 1.430 5.778 1.571 0.0 -0.8 0.0
H -1.891 -0.347 2.970 0.0 0.8 -0.4
H -0.038 -0.035 -5.007 -0.6 0.0 0.0
O 0.383 -0.043 -4.144 0.4 0.3 -0.6
C 5.426 -4.682 5.910 -0.7 -0.9 1.7
C -8.031 2.989 -3.513 1.0 0.2 -0.2
H 1.481 5.813 -0.214 -0.2 0.6 0.2
H -8.969 2.440 -3.595 0.2 -0.1 0.0
H 4.733 -2.835 5.088 -0.2 0.0 0.1
H 4.220 -4.278 4.173 -0.3 -0.1 0.3
H -7.262 2.654 -4.209 -0.1 -0.8 0.0
C 2.078 5.847 0.697 0.6 -0.8 -0.3
O -0.087 -0.103 1.770 0.0 0.9 0.1
O 3.066 4.788 0.490 -0.4 0.9 0.5
H -6.220 1.951 -0.679 0.3 -0.2 -0.2
O 6.154 -5.788 5.401 0.3 -0.4 0.3
H -8.634 4.040 -0.916 -0.1 0.0 0.0
H 3.164 -1.826 -4.780 0.1 0.0 0.4
C 1.765 -0.172 -4.486 0.8 0.4 -0.3
H 3.611 -5.861 6.298 -0.2 0.1 -0.6
C -0.922 -0.761 2.689 0.1 -1.4 0.1
C -6.608 1.793 -1.685 -1.3 -0.3 -0.4
C 2.110 -1.651 -4.567 -0.1 0.1 0.0
H 3.241 0.600 -5.978 0.2 0.0 0.6
C 2.179 0.616 -5.734 -0.6 0.1 -1.0
C -7.461 3.021 -2.074 1.2 -0.9 -2.3
O -8.524 3.129 -1.197 -0.5 0.5 1.3
H -0.454 -0.181 0.886 -0.1 0.0 0.0
C 4.225 -5.103 6.786 0.4 -0.6 -0.1
H -5.888 1.466 -2.436 0.5 0.7 0.2

---

Entry 4:
73
Properties=species:S:1:pos:R:3:forces:R:3 method="wB97M-V/def2-TZVPD" gap_ev="8.159 / 6.773" max_force_ev_per_a=0.49 homo_ev="-10.3 / -10.3" total_charge=+1 multiplicity=3 relative_energy_kj_mol=0.0
H -1.425 1.280 -2.631 0.0 -0.1 0.0
H 2.332 0.699 -5.231 0.0 0.0 0.0
H 2.921 -0.506 -0.350 0.0 0.0 0.0
C 0.210 -4.036 -1.744 0.0 0.0 0.0
H -3.781 0.003 1.373 0.0 0.0 0.0
H -0.864 -2.240 1.565 0.0 0.0 0.0
H 0.140 0.409 -4.173 0.0 -0.1 0.0
H 2.318 -4.274 2.739 0.0 0.0 0.0
C 2.591 -2.505 1.495 0.1 0.2 0.0
H 0.270 3.762 1.544 0.0 0.0 0.0
H 3.918 2.392 -4.373 0.0 0.0 0.0
H -2.733 0.020 3.663 0.0 0.0 0.0
C 1.044 -4.859 -1.006 0.0 0.0 0.0
H 3.280 3.794 -2.438 0.0 0.0 0.0
N 0.865 -0.722 -0.230 0.3 0.0 -0.1
H 2.759 -2.825 3.631 0.0 0.0 0.0
H -3.474 3.574 1.417 0.0 0.0 0.0
H 3.644 -2.720 1.290 0.0 0.0 0.0
C -0.003 -0.201 3.043 0.0 0.0 -0.1
H 0.776 -0.800 2.578 0.0 0.0 0.0
H -0.207 -0.594 4.046 0.0 0.0 0.0
H -2.122 3.649 0.266 0.0 0.0 0.0
H -0.395 -4.448 -2.542 0.0 0.0 0.0
H -3.378 2.307 -1.251 0.0 0.0 0.0
H -4.165 1.458 2.283 0.0 0.0 0.0
C -1.632 -1.677 2.095 0.0 0.0 0.0
H 0.341 0.829 3.107 0.0 0.0 0.0
H -0.971 -2.350 -3.266 0.0 0.0 0.0
H -1.780 -2.115 3.089 0.0 0.0 0.0
H -2.616 -2.468 -1.288 0.0 0.0 -0.1
C 2.599 3.042 -2.812 0.0 0.0 0.0
Pd -0.860 0.605 0.144 0.2 0.1 0.0
H 4.049 1.965 0.518 0.1 0.0 0.0
H -1.138 2.611 -1.750 0.0 0.0 0.1
H -4.722 2.137 -0.114 0.0 0.0 0.0
C 2.958 2.255 -3.895 0.0 0.0 0.0
C 3.002 2.156 0.680 0.0 -0.1 0.2
C 2.175 -3.197 2.791 0.0 -0.1 0.0
H -2.795 -0.981 -2.249 0.0 0.0 0.0
H -3.930 0.689 -0.776 0.0 0.0 0.0
C 2.419 3.289 1.245 0.2 0.1 -0.2
N -1.213 -0.272 2.212 -0.1 0.0 0.1
C 0.839 1.127 -3.765 0.0 0.1 0.1
C 1.768 -2.949 0.302 0.0 -0.2 0.0
C 1.805 -4.311 0.004 0.0 0.0 0.0
C -0.786 -1.838 -2.320 -0.1 0.2 -0.1
C 2.073 1.303 -4.372 0.0 0.0 0.0
N -0.760 1.701 -1.990 -0.1 0.0 0.0
C -3.763 1.707 -0.427 0.0 0.0 0.0
H -0.308 -0.890 -2.560 0.0 0.0 0.0
C 0.499 1.901 -2.663 0.1 0.0 0.0
C -2.116 -1.559 -1.622 0.2 0.2 0.2
C 1.041 3.080 1.220 -0.3 0.0 0.1
C 1.951 1.282 0.391 0.0 0.0 -0.2
H -1.812 1.447 3.218 0.0 0.0 0.0
H -1.912 -0.961 -0.704 -0.3 -0.3 -0.2
H 1.095 -5.917 -1.219 0.0 0.0 0.0
C -2.278 0.548 2.815 0.0 0.0 0.0
C 0.951 -2.122 -0.487 -0.1 0.1 0.2
C 1.373 2.871 -2.192 0.0 -0.1 -0.1
H 1.119 -3.023 3.008 0.0 0.0 0.0
H -1.830 3.109 1.918 0.0 0.0 0.0
N -2.798 1.703 0.680 -0.1 0.0 -0.1
C 1.965 -0.047 -0.104 -0.1 0.2 0.0
H -2.563 -1.753 1.535 0.0 0.0 0.0
C 0.148 -2.674 -1.495 0.0 -0.2 0.0
C -2.544 3.088 1.099 0.0 0.0 0.0
H 2.452 -4.952 0.588 0.0 0.0 0.0
H 2.917 4.169 1.615 0.0 0.1 0.0
C -3.347 0.910 1.799 0.0 0.0 0.0
N 0.750 1.869 0.717 0.1 0.0 0.1
H 1.115 3.472 -1.331 0.0 0.0 0.0
H 2.547 -1.427 1.644 0.0 0.0 0.0